# C29H26BrIrN3O2S4

A structure of composition C29H26BrIrN3O2S4 (the ωB97M-V functional and the def2-TZVPD basis, the Open Molecules 2025 dataset).

Summary:
ΔE to the lowest compared entry with this formula, charge and spin = 535.5 kJ/mol
Frontier orbital gap (alpha / beta) = 4.51 / 4.39 eV
Charge = -1

The geometry in XYZ format:
```
66
C29H26BrIrN3O2S4 (the ωB97M-V functional and the def2-TZVPD basis)
Ir -0.24 -0.25 0.18
C -0.02 -3.96 2.07
N 0.20 -2.52 2.14
C -0.72 -1.90 3.06
C -2.13 -1.89 2.47
N -2.20 -1.10 1.24
C -2.70 -1.89 0.11
C -2.93 0.12 1.49
C -4.31 0.13 1.47
C -5.03 1.28 1.78
C -4.35 2.43 2.15
C -2.97 2.43 2.19
C -2.24 1.29 1.86
S -0.50 1.35 1.97
C 1.57 -2.17 2.26
C 2.07 -1.48 3.36
C 3.41 -1.17 3.47
C 4.31 -1.55 2.49
C 3.84 -2.24 1.39
C 2.49 -2.56 1.25
S 2.03 -3.41 -0.18
H -0.05 -4.40 3.07
H 0.79 -4.42 1.51
H -0.95 -4.18 1.55
H -0.43 -0.87 3.23
H -0.76 -2.44 4.03
H -2.81 -1.46 3.22
H -2.46 -2.91 2.28
H -3.62 -2.45 0.35
H -1.93 -2.61 -0.18
H -2.90 -1.23 -0.73
H -4.84 -0.77 1.20
H -6.11 1.26 1.75
H -4.89 3.33 2.39
H -2.43 3.32 2.46
H 1.41 -1.20 4.17
H 3.75 -0.64 4.35
H 5.36 -1.32 2.58
H 4.51 -2.56 0.61
Br 4.16 -1.31 -4.88
C 2.97 -1.08 -3.40
C 3.40 -0.39 -2.28
C 2.53 -0.23 -1.21
C 1.22 -0.73 -1.23
C 0.83 -1.41 -2.40
C 1.69 -1.59 -3.47
H 4.40 0.01 -2.23
H 2.90 0.29 -0.34
H -0.16 -1.82 -2.47
H 1.36 -2.13 -4.35
O -2.07 5.61 -2.62
S -1.14 4.90 -1.78
O -0.57 5.65 -0.70
N -1.81 3.48 -1.25
C -1.22 2.47 -1.80
S -1.73 0.87 -1.54
C -0.12 2.76 -2.72
C 0.65 1.88 -3.48
C 1.66 2.40 -4.28
C 1.90 3.77 -4.33
C 1.11 4.65 -3.59
C 0.12 4.13 -2.81
H 0.46 0.82 -3.44
H 2.26 1.73 -4.87
H 2.69 4.16 -4.95
H 1.27 5.72 -3.64
```

Here is what Löwdin gives for the atomic charges, in e: 0.869, -0.113, -0.170, -0.221, -0.150, -0.248, -0.107, -0.340, -0.036, -0.084, -0.086, -0.112, -0.623, 0.642, -0.293, -0.057, -0.125, -0.122, -0.158, -0.672, 0.573, 0.094, -0.005, 0.072, 0.043, 0.128, 0.134, 0.111, 0.091, 0.088, 0.028, 0.110, 0.098, 0.101, 0.102, 0.094, 0.085, 0.090, 0.085, 0.660, -0.693, -0.142, -0.143, -0.380, -0.229, -0.158, 0.100, 0.102, 0.086, 0.100, -0.305, 0.646, -0.299, -0.046, -0.749, 0.727, -0.226, -0.009, -0.050, -0.064, -0.042, -0.205, 0.081, 0.102, 0.102, 0.117